ORCA calculation (the ωB97M-V functional and the def2-TZVPD basis) on an isolated ion of composition C18H25BBrFN2O2P and charge +1 in a non-equilibrium geometry.

Each atom is followed by the atoms it is bonded to, with distances in Å.
Cartesian coordinates (Å):
1 C 6.2603 0.7028 -1.6859  C2 1.434, H27 1.148, H28 1.153
2 C 5.7711 0.5417 -0.3470  C1 1.434, N3 1.485, H29 1.143
3 N 4.3162 0.3326 -0.1349  C2 1.485, C4 1.440, C25 1.455
4 C 3.8144 -0.9907 0.1313  N3 1.440, C5 1.561, H30 1.143
5 C 2.2846 -1.2348 0.3187  C4 1.561, C6 1.560, C19 1.591
6 C 1.8298 -2.6991 0.6057  C5 1.560, C7 1.570, H31 1.149
7 C 0.2843 -2.9068 0.7901  C6 1.570, F8 1.426, C9 1.565
8 F -0.1134 -4.2418 1.0944  C7 1.426
9 C -0.6996 -1.6999 0.6383  C7 1.565, P10 1.892, C15 1.587
10 P -2.5507 -2.0504 0.8162  C9 1.892, C11 1.886, C13 1.892
11 C -3.0271 -3.7655 0.1936  P10 1.886, C12 1.633, H32 1.152, H33 1.160
12 C -2.5004 -4.0436 -1.3266  C11 1.633, H34 1.155, H35 1.152, H36 1.156
13 C -3.1998 -1.6832 2.5549  P10 1.892, C14 1.624, H37 1.142, H38 1.160
14 C -4.5724 -0.8357 2.3700  C13 1.624, H39 1.142, H40 1.155, H41 1.160
15 C -0.2349 -0.2110 0.3445  C9 1.587, N16 1.455, C19 1.542
16 N -1.3026 0.7722 0.2356  C15 1.455, C17 1.500, H42 1.027
17 C -1.8718 0.8989 -1.1463  N16 1.500, C18 1.639, H43 1.142, H44 1.154
18 C -2.4140 2.4404 -1.2722  C17 1.639, H45 1.159, H46 1.142, H47 1.140
19 C 1.2869 -0.0006 0.2107  C5 1.591, C15 1.542, C20 1.549
20 C 1.8701 1.4142 -0.0312  C19 1.549, B21 1.617, C25 1.576
21 B 1.0939 2.8294 -0.1334  C20 1.617, O22 1.466, O23 1.434
22 O 0.8331 3.5295 1.1276  B21 1.466, H48 0.992
23 O 0.5946 3.4562 -1.3231  B21 1.434, C24 1.476
24 C 0.9590 4.8845 -1.2558  O23 1.476, H49 1.145, H50 1.153, H51 1.153
25 C 3.4355 1.4888 -0.1984  N3 1.455, C20 1.576, Br26 1.999
26 Br 4.2748 3.2713 -0.5344  C25 1.999
27 H 7.2273 1.2678 -1.9382  C1 1.148
28 H 5.6357 0.2959 -2.5656  C1 1.153
29 H 6.5587 0.5831 0.4796  C2 1.143
30 H 4.5654 -1.8516 0.1677  C4 1.143
31 H 2.5830 -3.5640 0.6800  C6 1.149
32 H -4.1622 -3.9571 0.1614  C11 1.152
33 H -2.5918 -4.6378 0.8223  C11 1.160
34 H -3.3132 -4.5366 -1.9820  C12 1.155
35 H -2.2037 -3.0649 -1.8560  C12 1.152
36 H -1.6105 -4.7811 -1.3452  C12 1.156
37 H -3.3093 -2.5899 3.2401  C13 1.142
38 H -2.4565 -0.9469 3.0553  C13 1.160
39 H -5.2640 -1.2533 1.5634  C14 1.142
40 H -5.1521 -0.7522 3.3660  C14 1.155
41 H -4.3503 0.2604 2.0639  C14 1.160
42 H -2.0209 0.6865 0.9648  N16 1.027
43 H -1.0880 0.6429 -1.9357  C17 1.142
44 H -2.8048 0.2204 -1.1831  C17 1.154
45 H -1.8069 3.0366 -0.4857  C18 1.159
46 H -3.5090 2.4205 -0.9498  C18 1.142
47 H -2.2247 2.8938 -2.3012  C18 1.140
48 H 1.7285 3.6048 1.5475  O22 0.992
49 H 0.9768 5.3698 -2.2931  C24 1.145
50 H 1.9741 5.0105 -0.7228  C24 1.153
51 H 0.1961 5.4430 -0.5962  C24 1.153

Summary:
Spin multiplicity: 1
Molar mass in Da: 442.1
HOMO energy in Ha: -0.3843
LUMO in eV: -4.88
Charge: +1
Frontier orbital gap in eV: 5.577